Record 1
# C7H14BrN2Si

The ion C7H14BrN2Si with charge +1 (wB97M-V/def2-TZVPD, the Open Molecules 2025 dataset).

The gap between HOMO and LUMO (spin up / spin down) is 6.45 / 6.45 eV. The charge is +1.

Last column: Löwdin charge in e.
Cartesian coordinates (Å):
1 C -0.89408 -0.69784 2.43999  -0.03
2 C -0.15178 -1.42999 1.33552  -0.21
3 N -0.70754 -1.09231 0.00049  -0.21
4 Si -1.71161 -2.24598 -0.78472  1.07
5 C -0.64016 0.18666 -0.57070  -0.34
6 C -1.98026 0.67730 -0.93704  -0.07
7 C 0.44181 0.98365 -0.72794  0.04
8 C 1.89031 0.90303 -0.60740  -0.45
9 C 2.65311 2.01879 -1.19144  -0.05
10 N 2.29655 -0.09604 0.07456  -0.33
11 Br 4.17716 -0.39876 0.36532  0.64
12 H -1.20780 0.24859 2.21919  0.05
13 H -1.76504 -1.24482 2.79476  0.09
14 H -0.24714 -0.62954 3.24962  0.07
15 H 0.89248 -1.15496 1.27306  0.09
16 H -0.17562 -2.46329 1.37582  0.08
17 H -2.00092 -1.93209 -2.20494  -0.02
18 H -2.62327 -3.02722 0.05305  -0.02
19 H -2.68304 0.64105 -0.15345  0.08
20 H -2.49231 0.11189 -1.77252  0.08
21 H -2.07972 1.67821 -1.21208  0.08
22 H 0.05624 1.89195 -1.14423  0.11
23 H 3.18167 1.84192 -2.07500  0.07
24 H 3.60252 2.29806 -0.54149  0.12
25 H 2.16843 2.93175 -1.25841  0.06

Cartesian forces (eV/Å) of the 2 atoms listed first:
C -0.1763 -2.9285 -0.1815
C -0.0617 2.5132 -0.6323

---

Record 2
# C4H9O2

A cluster of 2 separate species, C4H9O2 in total (wB97M-V/def2-TZVPD, the Open Molecules 2025 dataset).

The gap between HOMO and LUMO is 7.31 eV. The charge is -1.

Last column: Löwdin charge in e.
Cartesian coordinates (Å):
1 C -1.60737 -1.64707 -0.35753  -0.06
2 C -0.81580 -2.43955 0.75765  -0.82
3 O -0.02789 -3.30990 0.32435  -0.12
4 O -1.09618 -2.17468 1.93654  -0.11
5 H -2.33730 -1.07896 0.24371  0.04
6 H -2.12663 -2.35439 -0.99543  0.04
7 H -1.13828 -0.79721 -0.85682  0.03
8 C 0.92541 2.19500 -0.66182  -0.19
9 C 1.42156 1.29668 0.48204  -0.15
10 H 1.09686 3.26885 -0.64039  0.05
11 H 1.27245 1.95062 -1.67349  0.06
12 H -0.14496 1.96062 -0.68162  0.06
13 H 1.02772 0.31259 0.23705  0.06
14 H 1.05304 1.71058 1.41330  0.06
15 H 2.49736 1.10681 0.47246  0.06

Cartesian forces (eV/Å) of the 2 atoms listed first:
C -0.8933 0.8629 1.9193
C 0.3540 -0.2322 -1.0828

---

Record 3
# C4H12N2O

The ion C4H12N2O with charge +1 (wB97M-V/def2-TZVPD, the Open Molecules 2025 dataset).

The spin multiplicity is 2. The gap between HOMO and LUMO (spin up / spin down) is 11.68 / 5.24 eV. Its expectation value of S² is 0.757. The charge is +1.

Last column: Löwdin charge in e.
Cartesian coordinates (Å):
1 C -0.67927 -1.13925 2.13383  -0.04
2 N 0.31845 -0.15333 1.51847  0.03
3 C 0.12461 0.16233 0.14309  -0.39
4 C 0.07699 -0.99324 -0.81940  -0.21
5 O -0.42052 -0.54726 -2.08513  -0.04
6 C 0.81037 1.32157 -0.47643  -0.20
7 N 0.00179 2.21932 -1.11706  0.23
8 H -0.24035 -2.14612 2.41340  0.12
9 H -1.53257 -1.44088 1.35849  0.11
10 H -1.31803 -0.66949 2.84180  0.06
11 H 1.29241 -0.48922 1.70780  0.16
12 H -0.90151 0.51421 -0.02142  0.16
13 H -0.63004 -1.80263 -0.28134  0.16
14 H 1.03295 -1.40155 -0.92481  0.11
15 H -0.13348 -1.27986 -2.69849  0.14
16 H 1.52285 0.77723 -1.13769  0.16
17 H 1.34168 2.01327 0.23679  0.17
18 H -0.51800 1.88752 -1.91275  0.13
19 H -0.14834 3.16738 -0.87917  0.14

Cartesian forces (eV/Å) of the 2 atoms listed first:
C -1.2442 -0.9116 -2.9108
N 0.6349 -1.8959 -0.2492

---

Record 4
# C6H10O2

A structure of composition C6H10O2 (wB97M-V/def2-TZVPD, the Open Molecules 2025 dataset).

The gap between HOMO and LUMO is 7.92 eV.

Last column: Löwdin charge in e.
Cartesian coordinates (Å):
1 C -1.22192 0.23133 0.37305  0.02
2 C 0.07624 0.83611 -1.73245  -0.05
3 C -0.19371 -1.18334 0.47803  -0.36
4 C 0.05529 0.69327 -0.22752  -0.37
5 C 1.08980 1.28112 0.48220  -0.17
6 C -0.22912 -2.20295 -0.38884  0.06
7 O 0.19772 -1.43565 1.76803  0.02
8 O 1.04168 1.48465 1.82694  -0.02
9 H 0.73111 -0.68739 2.08560  0.09
10 H 0.10481 1.55320 2.09137  0.10
11 H 2.06293 1.50342 0.06337  0.12
12 H -2.02606 0.06977 -0.34266  0.11
13 H -1.46057 0.49154 1.40209  0.10
14 H 0.65751 0.03215 -2.18945  0.08
15 H 0.50451 1.79426 -2.03687  0.08
16 H -0.92098 0.80189 -2.17750  0.08
17 H 0.08173 -3.18785 -0.06374  0.07
18 H -0.55098 -2.07554 -1.41164  0.06

Cartesian forces (eV/Å) of the 2 atoms listed first:
C 3.3169 -3.2571 -0.1713
C 0.3880 -0.4260 -0.3551

---

Record 5
# C4H28N8O10

A cluster of 10 separate species, C4H28N8O10 in total (wB97M-V/def2-TZVPD, the Open Molecules 2025 dataset).

The gap between HOMO and LUMO is 8.87 eV.

Last column: Löwdin charge in e.
Cartesian coordinates (Å):
1 N -20.38079 22.55479 24.47809  0.16
2 C -21.45569 22.42793 25.31842  -0.64
3 N -21.17699 22.33656 26.64265  0.18
4 O -22.60615 22.33125 24.87306  -0.03
5 H -20.54394 22.71349 23.50458  0.10
6 H -19.45711 22.46883 24.85756  0.09
7 H -20.21088 22.44243 26.89315  0.10
8 H -21.91528 22.43597 27.33448  0.06
9 N -24.52083 19.98473 27.21397  0.16
10 C -24.34597 19.13223 26.15492  -0.68
11 N -23.25966 19.43047 25.37094  0.16
12 O -25.07349 18.17161 25.94199  0.02
13 H -23.99453 20.84156 27.23638  0.05
14 H -25.30764 19.76423 27.79360  0.10
15 H -23.01681 18.87139 24.57884  0.10
16 H -22.79614 20.30051 25.57577  0.05
17 N -24.51785 26.07450 23.48418  0.16
18 C -23.27392 26.27484 24.03370  -0.66
19 N -22.24361 25.67912 23.35191  0.16
20 O -23.10713 26.97324 25.02383  0.03
21 H -25.32826 26.20058 24.06932  0.06
22 H -24.62877 25.55625 22.63164  0.10
23 H -22.39350 24.98841 22.64348  0.09
24 H -21.32228 25.97846 23.61147  0.10
25 N -27.55704 21.35060 25.38047  0.16
26 C -28.71958 20.86552 25.89147  -0.68
27 N -29.06579 21.41078 27.10253  0.14
28 O -29.40598 20.03413 25.31645  0.02
29 H -26.84573 21.76668 25.95289  0.06
30 H -27.26829 21.03555 24.47434  0.08
31 H -29.87307 21.06740 27.58197  0.10
32 H -28.55302 22.22928 27.37947  0.05
33 O -24.68471 24.19358 26.13031  -0.05
34 H -25.06273 23.31516 26.25679  0.03
35 H -24.72011 24.33200 25.17617  0.03
36 O -26.68863 23.14935 28.25085  -0.05
37 H -26.34644 23.98284 28.58887  0.05
38 H -26.47808 22.50080 28.93100  0.05
39 O -25.09828 21.59268 23.74640  -0.07
40 H -24.92873 20.65591 23.60153  0.04
41 H -24.22588 22.00517 23.73230  0.00
42 O -27.06296 25.78009 25.02460  -0.05
43 H -28.01846 25.80908 24.91964  0.05
44 H -26.90619 25.75141 25.97361  0.04
45 O -23.42052 22.55792 28.48469  -0.05
46 H -23.67710 23.47555 28.64558  0.05
47 H -23.08239 22.24632 29.33214  0.08
48 O -22.43624 25.27841 27.39142  -0.09
49 H -22.27579 26.00344 26.77377  0.01
50 H -23.18796 24.80495 27.00028  -0.03

Cartesian forces (eV/Å) of the 2 atoms listed first:
N -0.1138 0.0042 0.7649
C -0.7356 -0.2160 -0.3281